53
Properties=species:S:1:pos:R:3:lowdin_charge:R:1 method="wB97M-V/def2-TZVPD" relative_energy_kcal_mol=59.1 orbital_gap_ev=7.5 largest_force_ha_per_bohr=0.13413 total_charge=-1 e_homo_ha=-0.1837
S -0.40801 -0.35152 0.93540 0.306
H -0.78792 -0.95460 -0.16966 -0.358
H 0.31468 2.94375 1.10142 0.075
H -0.82026 3.82028 0.41063 0.094
O 0.18376 3.64564 0.36275 -0.099
H -1.98988 -0.17272 3.48733 -0.031
H -1.27428 -1.42368 2.95522 -0.078
O -1.68265 -1.02682 3.74075 -0.127
H 4.07564 -2.55262 -0.05860 0.020
H 3.12629 -3.56862 0.55332 -0.024
O 3.98664 -3.24791 0.59757 -0.063
H -1.62211 -2.94284 -0.48334 0.048
H -2.72566 -3.14010 0.41651 0.006
O -2.56357 -3.11372 -0.46287 0.013
H -3.15692 2.16650 -0.41478 -0.028
H -3.97176 2.63054 0.83936 0.044
O -3.12973 2.74598 0.33847 -0.090
H 3.21315 -0.63085 -0.19082 -0.050
H 3.87872 0.25940 -1.16271 0.013
O 3.49986 -0.61227 -1.07095 -0.052
H 2.49958 0.83086 1.09941 0.050
H 3.54084 1.15244 2.10161 -0.047
O 3.13186 1.54855 1.43498 -0.037
H -1.62336 2.24008 2.75988 -0.063
H -0.28690 1.52360 2.65261 -0.021
O -0.79157 2.28044 3.02834 -0.032
H 1.81698 -2.16707 -0.73606 -0.023
H 2.25276 -3.43406 -1.53610 0.086
O 1.82464 -3.13407 -0.69174 -0.103
H 0.48774 2.45099 -0.67286 0.017
H 0.42522 2.44536 -2.14529 0.041
O 0.75465 1.89226 -1.47321 -0.100
H -4.99868 0.12526 0.69872 0.000
H -3.69648 0.57897 0.82969 -0.013
O -4.51741 0.64621 1.27084 -0.013
H 0.58238 -0.33812 -1.30582 -0.102
H 1.58321 -0.52656 -2.35869 0.023
O 1.11645 -0.95652 -1.70182 -0.062
H 2.43443 -1.63973 1.56191 0.000
H 3.81549 -1.80685 1.84866 0.092
O 3.17832 -1.08488 1.56025 -0.089
H 2.35524 2.45907 -1.34008 0.028
H 3.62769 2.05871 -0.39366 0.026
O 3.24603 2.00553 -1.30096 -0.125
H -3.12882 -1.69347 -1.04550 -0.005
H -3.00827 -1.00592 -2.49057 0.011
O -3.34570 -0.87178 -1.55482 -0.130
H -1.96149 -0.65461 -4.17567 0.050
H -1.11133 -1.57018 -3.37140 0.071
O -2.02038 -1.48545 -3.72571 -0.028
H -2.47884 0.63370 -1.47510 0.020
H -1.17428 1.44435 -1.47985 -0.029
O -2.08180 1.52921 -1.76139 -0.109



99
Properties=species:S:1:pos:R:3:lowdin_charge:R:1 method="wB97M-V/def2-TZVPD" orbital_gap_ev=5.0 largest_force_ha_per_bohr=0.16715 total_charge=+1 e_homo_ha=-0.4026
N 1.13001 -1.98341 -1.32513 0.160
C 0.27137 -1.03866 -0.75091 -0.120
N 0.86766 -0.17221 0.33413 0.073
C 0.19062 1.17344 0.46164 -0.260
C 0.69561 1.84403 1.86706 -0.129
C 2.28268 1.45707 2.22406 -0.190
C 3.33127 1.83237 1.02120 -0.197
C 4.21763 0.49741 0.67307 -0.249
S 4.37470 0.09818 -1.15000 0.602
O 5.83152 0.39913 -1.66017 -0.336
O 4.22235 -1.46699 -1.28793 -0.426
Cl 2.90690 0.93928 -2.37208 0.412
C -1.47448 1.09402 0.31714 -0.236
C -2.00462 2.64098 0.34255 -0.068
C -3.24442 2.95116 1.36583 -0.152
O -4.57660 2.59637 0.77110 -0.196
C -5.61009 2.51745 1.81435 -0.073
C -6.86644 1.58282 1.22671 -0.126
F -6.37066 0.27047 0.71947 -0.007
F -7.49527 2.26431 0.03352 -0.011
C -8.08160 1.43074 2.35062 -0.086
F -9.36782 2.04512 1.87400 0.041
F -7.65798 2.28868 3.51988 -0.004
C -8.25070 -0.08697 2.94606 -0.113
F -6.94874 -0.64220 3.45272 0.007
F -9.15325 -0.01769 4.14921 0.019
C -8.92807 -1.16880 1.91723 -0.073
F -10.06490 -1.91258 2.53321 -0.013
F -9.36379 -0.61267 0.61556 -0.010
C -1.97978 0.15295 1.55988 -0.119
O -3.35813 -0.34832 1.44766 -0.206
O -3.53185 -1.14325 2.49441 -0.056
C -1.71042 0.37745 -1.17592 -0.237
C -3.26281 0.41768 -1.68820 -0.159
C -3.54849 1.53054 -2.89454 -0.204
C -4.61397 1.00751 -4.02489 -0.607
F -5.16391 2.17660 -4.76334 -0.076
Br -6.19637 0.11413 -3.09707 0.793
C -4.03097 -0.11261 -5.06944 -0.622
F -4.40239 0.36900 -6.45142 -0.068
F -4.69989 -1.43944 -4.91703 -0.120
Br -2.04581 -0.34633 -5.05190 0.766
N -1.15999 -1.02980 -1.23797 0.101
H 1.44186 -2.79931 -0.72474 0.163
H 1.45896 -1.95160 -2.31606 0.143
H 0.84429 -0.72216 1.22244 0.144
H 0.56581 1.85627 -0.41998 0.146
H 0.64950 3.01375 1.75772 0.129
H 0.08399 1.54402 2.81781 0.121
H 2.33806 0.31411 2.56234 0.112
H 2.56743 2.09494 3.18205 0.128
H 4.10234 2.63863 1.44515 0.143
H 2.75200 2.29740 0.11704 0.086
H 5.32668 0.66721 1.08040 0.128
H 3.84376 -0.49113 1.20673 0.116
H -2.40376 2.90046 -0.75184 0.135
H -1.17084 3.44929 0.56145 0.131
H -3.28748 4.13856 1.48131 0.152
H -3.11771 2.53513 2.45239 0.126
H -5.23128 1.96000 2.77106 0.149
H -6.05143 3.58667 2.00710 0.169
H -8.09196 -1.98107 1.67327 0.192
H -1.29180 -0.81080 1.71063 0.143
H -1.92230 0.72001 2.60894 0.134
H -3.53021 -0.59378 3.34832 0.145
H -1.08156 1.05553 -1.93054 0.158
H -4.06396 0.63102 -0.86365 0.101
H -3.52369 -0.66373 -2.12131 0.116
H -2.54837 1.98715 -3.33866 0.113
H -4.07805 2.44460 -2.33825 0.136
H -1.72121 -1.69514 -0.65845 0.167
C 6.02642 -2.04010 3.53130 0.076
C 5.75551 -3.12881 4.25383 -0.202
C 5.03088 -3.03555 5.55146 -0.300
O 4.77953 -4.05529 6.18387 0.124
C 4.64454 -1.69921 6.03057 0.084
C 4.91861 -0.61033 5.30955 -0.211
C 5.61856 -0.70647 3.99922 -0.308
O 5.84026 0.31054 3.35060 0.074
O 4.56080 0.64888 5.75515 0.077
O 6.13805 -4.38543 3.82175 0.094
H 6.55044 -2.09363 2.58533 0.141
H 4.13431 -1.64408 6.98365 0.142
H 4.86672 1.26904 5.05779 0.112
H 5.82678 -5.00602 4.51620 0.122
C 6.12657 -3.16894 -5.81864 0.075
C 6.70545 -2.43778 -6.77312 -0.206
C 6.86718 -0.96454 -6.62807 -0.307
O 7.42018 -0.32195 -7.51367 0.109
C 6.34281 -0.33044 -5.40842 0.085
C 5.76087 -1.06131 -4.45562 -0.173
C 5.62411 -2.53771 -4.58862 -0.298
O 5.10101 -3.18495 -3.68773 0.101
O 5.26344 -0.47149 -3.30807 -0.148
O 7.17779 -3.02371 -7.93317 0.084
H 6.00452 -4.24089 -5.91004 0.137
H 6.45091 0.74328 -5.32377 0.138
H 4.89377 -1.20884 -2.77501 0.012
H 7.55281 -2.28719 -8.46343 0.119



88
Properties=species:S:1:pos:R:3:lowdin_charge:R:1 method="wB97M-V/def2-TZVPD" smiles="C[N+](=O)[O-].C[N+](=O)[O-].C[N+](=O)[O-].C[N+](=O)[O-].CN(C)C=O.CN(C)C=O.CN(C)C=O.CN(C)C=O.CN(C)C=O" relative_energy_kcal_mol=21.8 orbital_gap_ev=9.0 largest_force_ha_per_bohr=0.02992 e_homo_ha=-0.3342
C -0.54340 -0.77879 0.36213 0.056
N 0.93704 -0.84664 0.31451 -0.420
O 1.48832 -1.81199 0.78755 0.065
O 1.50731 0.09080 -0.21752 0.032
H -0.90917 -0.73180 -0.65690 0.072
H -0.83631 0.08454 0.95832 0.090
H -0.90910 -1.68326 0.83786 0.098
C 3.92072 -2.58319 -1.59641 0.056
N 5.08640 -1.84480 -2.16835 -0.439
O 6.16596 -2.39998 -2.15918 0.071
O 4.85634 -0.77063 -2.68973 0.049
H 3.48067 -3.19824 -2.37283 0.097
H 3.20888 -1.81925 -1.29717 0.069
H 4.29629 -3.14065 -0.74807 0.100
C 4.40904 2.01824 -1.07500 0.036
N 4.81064 3.35170 -1.59867 -0.456
O 3.93258 4.03889 -2.06912 0.052
O 5.98609 3.65419 -1.54849 0.070
H 5.20211 1.44201 -0.62875 0.094
H 4.00472 1.53107 -1.96382 0.087
H 3.54968 2.16950 -0.42544 0.090
C -2.88491 -1.98036 -2.40513 0.025
N -3.52227 -3.27481 -2.71029 -0.440
O -3.90889 -3.95036 -1.76808 0.059
O -3.57768 -3.60288 -3.88341 0.058
H -3.27587 -1.62771 -1.45480 0.096
H -3.21397 -1.25927 -3.14904 0.098
H -1.80766 -2.09594 -2.41587 0.060
C 0.77079 -5.67237 -4.19411 -0.049
N 0.50737 -4.34841 -3.65772 -0.184
C 0.58924 -3.22413 -4.54853 -0.038
C 0.24509 -4.19505 -2.35279 -0.330
O 0.06381 -3.12785 -1.78882 -0.020
H 0.13285 -5.90858 -5.04700 0.094
H 0.63035 -6.42518 -3.42403 0.083
H 1.80637 -5.73407 -4.54773 0.091
H 0.83819 -2.32170 -3.99843 0.079
H 1.30384 -3.40692 -5.35471 0.092
H -0.34730 -3.04751 -5.09211 0.101
H 0.12611 -5.14921 -1.82136 0.140
C -4.15641 4.89170 0.02353 -0.062
N -2.96479 4.31186 0.58519 -0.200
C -1.83505 5.17067 0.75313 -0.055
C -2.91759 3.03760 1.01710 -0.328
O -1.94459 2.53162 1.53829 0.002
H -4.56408 5.69565 0.65558 0.092
H -4.97327 4.18401 -0.09922 0.087
H -3.94285 5.37961 -0.93336 0.091
H -1.11679 4.67871 1.40567 0.078
H -1.29935 5.46029 -0.15267 0.092
H -2.15371 6.07976 1.27300 0.097
H -3.84721 2.46991 0.86084 0.144
C -0.05121 3.08352 4.50622 -0.069
N -1.26917 2.37553 4.77507 -0.192
C -2.25934 3.08126 5.53136 -0.052
C -1.53384 1.18451 4.18783 -0.369
O -2.58104 0.58328 4.28881 0.010
H -0.21053 3.88784 3.76365 0.079
H 0.76664 2.47688 4.12275 0.089
H 0.34316 3.61156 5.37943 0.089
H -1.88947 3.32627 6.52802 0.091
H -2.52488 4.03100 5.04326 0.091
H -3.17640 2.50240 5.57802 0.085
H -0.66829 0.81275 3.61966 0.114
C -0.40172 2.72577 -1.75428 -0.018
N -0.97603 1.94310 -2.85814 -0.191
C -2.07272 2.54917 -3.56983 -0.042
C -0.40529 0.79798 -3.25417 -0.344
O -0.78764 0.12284 -4.20295 -0.014
H 0.14592 2.07169 -1.08615 0.071
H -1.25907 3.15594 -1.23353 0.061
H 0.14939 3.53876 -2.22940 0.098
H -2.94820 2.61643 -2.91974 0.087
H -1.80274 3.57887 -3.83410 0.093
H -2.24520 1.99690 -4.48783 0.087
H 0.46276 0.49584 -2.64813 0.128
C 0.60669 -3.73797 3.45083 -0.070
N 1.03376 -2.97159 4.59615 -0.193
C 2.14060 -3.51783 5.36586 -0.046
C 0.81766 -1.63180 4.62649 -0.349
O 1.32765 -0.86562 5.41186 0.024
H 0.34488 -4.74946 3.75946 0.088
H 1.37288 -3.80816 2.67092 0.082
H -0.26440 -3.25380 3.01015 0.079
H 2.00348 -4.58096 5.55041 0.084
H 3.07680 -3.40880 4.79691 0.098
H 2.26304 -2.97546 6.29671 0.084
H 0.06724 -1.35949 3.86038 0.118